336
Properties=species:S:1:pos:R:3 method="wB97M-V/def2-TZVPD" total_charge=+4 gap_ev=5.6
C -6.22 -0.91 -0.77
C -5.92 -2.24 0.00
C -7.00 -2.56 1.02
C -6.72 -3.98 1.64
P -7.68 -4.34 3.14
C -9.50 -3.94 2.72
C -10.35 -3.46 3.95
C -10.70 -4.56 5.00
C -11.59 -4.04 6.14
C -7.19 -3.23 4.53
C -5.83 -3.49 5.25
C -5.48 -2.76 6.51
C -6.15 -3.43 7.72
C -7.31 -6.14 3.63
C -7.84 -6.64 5.01
C -6.98 -7.87 5.44
C -7.25 -8.35 6.86
H -5.30 -0.44 -1.13
H -6.62 -0.13 -0.12
H -6.95 -0.95 -1.58
H -4.94 -2.24 0.49
H -5.91 -3.10 -0.68
H -8.01 -2.45 0.61
H -6.94 -1.74 1.74
H -5.65 -4.12 1.79
H -7.08 -4.70 0.90
H -9.91 -4.81 2.22
H -9.47 -3.12 2.00
H -11.29 -3.11 3.53
H -9.83 -2.68 4.51
H -9.81 -4.94 5.49
H -11.25 -5.36 4.50
H -11.63 -4.94 6.76
H -12.54 -3.82 5.68
H -11.16 -3.22 6.71
H -8.00 -3.14 5.26
H -7.19 -2.34 3.90
H -5.13 -3.23 4.45
H -5.76 -4.58 5.30
H -5.77 -1.71 6.39
H -4.42 -2.80 6.77
H -6.30 -4.50 7.58
H -7.03 -2.87 8.03
H -5.54 -3.51 8.62
H -6.23 -6.16 3.78
H -7.60 -6.84 2.84
H -8.88 -6.92 4.85
H -7.74 -5.87 5.77
H -5.95 -7.55 5.29
H -7.09 -8.70 4.73
H -6.57 -9.15 7.13
H -8.28 -8.70 6.95
H -7.03 -7.63 7.65
C 2.82 7.47 -5.12
C 1.55 8.38 -5.02
C 0.60 8.03 -3.86
C 1.17 8.14 -2.49
P 0.20 7.51 -1.07
C 0.94 7.88 0.61
C 2.51 7.78 0.70
C 3.06 8.28 2.08
C 2.66 7.48 3.30
C -1.43 8.43 -1.18
C -2.66 7.75 -0.59
C -3.89 8.72 -0.55
C -4.26 9.29 -1.89
C -0.04 5.68 -1.04
C 1.29 4.92 -1.38
C 1.25 3.41 -1.11
C 2.44 2.56 -1.66
H 2.63 6.42 -5.34
H 3.48 7.55 -4.26
H 3.40 7.76 -6.00
H 1.03 8.31 -5.98
H 1.75 9.45 -4.94
H 0.11 7.09 -4.09
H -0.30 8.64 -3.97
H 1.53 9.12 -2.18
H 2.06 7.51 -2.52
H 0.47 7.18 1.30
H 0.59 8.88 0.85
H 2.89 8.30 -0.18
H 2.91 6.78 0.52
H 2.49 9.21 2.17
H 4.11 8.49 1.91
H 3.06 6.47 3.17
H 1.58 7.39 3.31
H 3.12 7.87 4.20
H -1.59 8.62 -2.24
H -1.26 9.41 -0.73
H -2.44 7.33 0.39
H -2.90 6.98 -1.32
H -3.67 9.44 0.24
H -4.81 8.20 -0.27
H -3.42 9.85 -2.30
H -5.12 9.93 -1.66
H -4.45 8.53 -2.64
H -0.78 5.51 -1.82
H -0.59 5.49 -0.13
H 2.14 5.37 -0.86
H 1.42 5.20 -2.42
H 0.34 3.00 -1.54
H 1.24 3.27 -0.03
H 2.51 2.63 -2.74
H 2.21 1.53 -1.40
H 3.41 2.82 -1.24
C 11.72 2.21 8.63
C 10.45 1.35 8.18
C 10.05 1.57 6.74
C 8.89 0.63 6.24
P 8.30 0.87 4.46
C 6.93 -0.28 4.09
C 5.77 -0.26 5.17
C 4.79 -1.36 4.91
C 3.92 -1.71 6.08
C 7.57 2.54 4.33
C 6.77 2.83 2.99
C 5.26 2.89 3.28
C 4.54 3.48 2.00
C 9.58 0.73 3.15
C 10.88 0.03 3.58
C 11.64 -0.53 2.37
C 12.93 -1.16 2.81
H 11.52 3.28 8.71
H 12.55 2.13 7.93
H 12.18 1.86 9.55
H 9.67 1.65 8.89
H 10.78 0.32 8.32
H 10.88 1.35 6.06
H 9.71 2.60 6.62
H 8.02 0.87 6.85
H 9.22 -0.41 6.31
H 7.40 -1.26 4.05
H 6.56 -0.09 3.08
H 5.27 0.70 5.33
H 6.20 -0.56 6.13
H 5.24 -2.35 4.79
H 4.29 -1.13 3.96
H 3.10 -2.34 5.72
H 3.62 -0.83 6.65
H 4.52 -2.17 6.87
H 8.25 3.36 4.54
H 6.89 2.62 5.18
H 6.96 2.18 2.13
H 7.07 3.81 2.64
H 5.11 3.57 4.12
H 4.87 1.93 3.61
H 3.47 3.53 2.21
H 4.68 2.68 1.28
H 4.72 4.48 1.63
H 9.81 1.70 2.71
H 9.03 0.23 2.35
H 10.82 -0.81 4.27
H 11.58 0.69 4.09
H 11.87 0.21 1.61
H 10.95 -1.30 2.03
H 12.92 -2.17 3.21
H 13.41 -0.43 3.46
H 13.61 -1.16 1.96
C -10.22 0.71 -4.35
C -8.89 1.01 -3.64
C -8.20 2.36 -3.95
C -6.77 2.30 -3.38
P -5.79 3.70 -3.79
C -4.31 3.87 -2.89
C -3.84 2.53 -2.26
C -2.59 2.86 -1.37
C -2.10 1.62 -0.75
C -6.81 5.19 -3.33
C -7.27 5.36 -1.84
C -7.91 6.71 -1.58
C -8.18 6.97 -0.12
C -5.50 3.72 -5.58
C -4.99 2.36 -6.26
C -3.69 2.55 -7.01
C -3.12 1.14 -7.34
H -10.74 -0.22 -4.10
H -9.98 0.65 -5.41
H -10.88 1.53 -4.07
H -8.18 0.26 -3.96
H -8.99 0.93 -2.56
H -8.86 3.10 -3.51
H -8.22 2.62 -5.01
H -6.28 1.37 -3.66
H -6.80 2.23 -2.29
H -4.53 4.66 -2.17
H -3.61 4.19 -3.67
H -3.59 1.69 -2.91
H -4.53 2.11 -1.53
H -2.71 3.67 -0.65
H -1.87 3.28 -2.07
H -2.16 1.65 0.34
H -1.04 1.41 -0.88
H -2.71 0.81 -1.16
H -7.70 5.22 -3.96
H -6.17 6.00 -3.67
H -6.42 5.14 -1.19
H -8.05 4.64 -1.62
H -8.84 6.78 -2.15
H -7.28 7.56 -1.86
H -8.58 7.97 0.00
H -7.26 6.89 0.46
H -9.01 6.36 0.25
H -4.85 4.56 -5.83
H -6.50 3.91 -5.98
H -5.68 1.81 -6.90
H -4.87 1.61 -5.48
H -2.95 3.13 -6.46
H -3.81 3.00 -7.99
H -3.83 0.64 -8.00
H -2.85 0.57 -6.46
H -2.30 1.25 -8.05
C 5.36 -2.90 -7.82
C 4.08 -3.70 -7.50
C 3.60 -3.88 -6.04
C 2.95 -2.65 -5.44
P 1.13 -2.51 -5.45
C 0.35 -4.03 -4.74
C 1.02 -4.56 -3.45
C 0.71 -6.02 -3.32
C -0.59 -6.24 -2.61
C 0.52 -2.13 -7.17
C 1.41 -1.01 -7.74
C 0.85 -0.67 -9.14
C 1.21 0.83 -9.44
C 0.78 -1.07 -4.24
C -0.61 -0.36 -4.39
C -0.55 1.12 -4.15
C -0.01 1.91 -5.33
H 6.19 -3.01 -7.12
H 5.20 -1.83 -7.74
H 5.76 -3.15 -8.80
H 4.18 -4.73 -7.84
H 3.37 -3.23 -8.18
H 4.49 -4.21 -5.49
H 2.88 -4.68 -5.87
H 3.41 -1.80 -5.94
H 3.20 -2.50 -4.38
H 0.27 -4.79 -5.53
H -0.68 -3.72 -4.60
H 0.73 -3.93 -2.61
H 2.10 -4.48 -3.56
H 1.41 -6.53 -2.66
H 0.73 -6.46 -4.31
H -0.61 -5.92 -1.57
H -0.79 -7.30 -2.72
H -1.45 -5.73 -3.07
H -0.49 -1.73 -7.08
H 0.61 -3.04 -7.75
H 2.44 -1.33 -7.87
H 1.43 -0.08 -7.17
H -0.24 -0.79 -9.18
H 1.31 -1.29 -9.91
H 0.66 1.47 -8.75
H 0.90 0.98 -10.47
H 2.30 0.94 -9.37
H 1.55 -0.35 -4.52
H 0.95 -1.30 -3.19
H -1.30 -0.75 -3.64
H -1.19 -0.68 -5.26
H -0.06 1.37 -3.21
H -1.57 1.42 -3.91
H 1.07 2.01 -5.29
H -0.48 2.90 -5.39
H -0.26 1.58 -6.34
C 1.37 -3.60 3.69
C 2.03 -4.90 3.18
O 2.26 -5.93 3.86
N 2.28 -4.90 1.67
H 1.93 -4.05 1.24
H 3.26 -4.89 1.40
C 1.57 -6.05 0.96
H 1.26 -3.55 4.77
H 0.45 -3.31 3.18
H 2.00 -2.74 3.46
H 0.64 -6.19 1.51
H 2.06 -6.99 1.20
H 1.57 -5.95 -0.13
C 8.78 1.61 -0.85
C 7.22 1.38 -1.09
O 6.42 1.72 -0.28
N 6.87 0.65 -2.43
H 6.51 1.24 -3.16
H 7.76 0.40 -2.85
C 5.94 -0.50 -2.20
H 9.30 2.34 -1.47
H 9.32 0.67 -0.90
H 8.84 2.01 0.17
H 4.95 -0.14 -1.92
H 6.30 -1.22 -1.47
H 5.86 -0.95 -3.20
C 4.77 -4.65 -1.86
F 4.71 -5.03 -3.14
F 5.90 -4.05 -1.70
F 3.78 -3.81 -1.64
S 4.83 -6.22 -0.68
O 3.62 -7.01 -0.91
O 6.03 -6.97 -1.14
N 4.86 -5.43 0.84
S 6.30 -5.47 1.25
O 6.87 -6.70 1.85
O 7.29 -4.90 0.32
C 6.28 -4.16 2.68
F 5.01 -4.07 3.19
F 7.05 -4.43 3.68
F 6.68 -2.92 2.25
C -2.19 -6.20 7.29
F -3.49 -6.31 6.94
F -2.07 -5.25 8.25
F -1.79 -7.38 7.69
S -1.13 -5.62 5.72
O -1.53 -4.25 5.52
O 0.26 -5.78 6.25
N -1.57 -6.91 4.62
S -2.21 -6.14 3.48
O -3.54 -5.58 3.72
O -1.29 -5.25 2.83
C -2.42 -7.60 2.10
F -2.87 -7.14 1.01
F -1.24 -8.22 1.94
F -3.25 -8.51 2.66
C -1.46 -1.76 1.17
F -2.50 -1.21 0.59
F -0.80 -0.80 1.85
F -1.88 -2.66 2.04
S -0.30 -2.67 -0.12
O -0.66 -4.13 0.02
O -0.51 -2.07 -1.48
N 1.29 -2.60 0.53
S 1.92 -1.25 -0.01
O 2.62 -1.45 -1.30
O 0.99 -0.10 -0.07
C 3.28 -0.78 1.30
F 4.02 0.21 0.73
F 2.57 -0.33 2.40
F 3.99 -1.86 1.58

***

8
Properties=species:S:1:pos:R:3 method="wB97M-V/def2-TZVPD" total_charge=0 gap_ev="8.4 / 9.0"
C 1.02 1.30 -0.17
C -0.81 -1.32 -0.12
N 1.38 0.18 0.08
I -2.27 0.10 0.02
H 1.69 2.06 -0.43
H -0.17 1.48 -0.02
H -0.59 -1.41 -1.13
H -0.84 -2.00 0.69

***

49
Properties=species:S:1:pos:R:3 method="wB97M-V/def2-TZVPD" spin_multiplicity=6 total_charge=-1 gap_ev="8.0 / 8.4"
Sm 0.65 -11.38 13.44
O 1.15 -10.34 17.19
Cl 0.80 -11.50 16.51
O 0.54 -12.64 17.31
O -0.35 -11.12 15.64
O 1.85 -11.85 15.52
C -1.17 -3.25 12.39
C 0.15 -3.58 12.61
C 0.43 -4.87 13.00
C -0.64 -5.78 13.14
C -1.96 -5.42 12.84
C -2.23 -4.11 12.47
P -0.23 -7.51 13.65
C -1.72 -8.38 14.16
C -2.71 -8.94 13.23
C -3.83 -9.54 13.71
C -4.10 -9.59 15.06
C -3.14 -9.21 15.99
C -1.95 -8.58 15.54
C -0.08 -8.18 11.95
C -0.29 -7.48 10.76
C -0.04 -8.00 9.50
C 0.76 -9.12 9.46
C 0.96 -9.91 10.61
C 0.53 -9.48 11.89
H -1.32 -2.26 12.05
H 0.90 -2.85 12.37
H 1.45 -5.18 13.14
H -2.80 -6.14 13.08
H -3.23 -3.81 12.29
H -2.33 -8.97 12.22
H -4.55 -9.97 13.03
H -5.04 -10.02 15.43
H -3.30 -9.39 17.01
H -1.14 -8.38 16.20
H -0.78 -6.53 10.73
H -0.20 -7.50 8.56
H 1.10 -9.48 8.46
H 1.59 -10.83 10.64
F 3.57 -11.85 11.52
C 2.83 -12.63 12.45
F 2.38 -13.80 11.69
C 3.87 -13.13 13.37
F 4.41 -12.16 14.05
F 3.31 -13.98 14.25
F 4.91 -13.83 12.80
S -3.71 -13.09 12.06
C -2.19 -12.80 12.49
N -1.09 -12.62 12.84